{"formula": "C27H45NO17", "method": "ωB97M-V with the def2-TZVPD basis set", "e_lumo_ha": 0.017, "charge": 0, "smiles": "C[C@@H]1COC(=O)O1.C[C@@H]1COC(=O)O1.C[C@@H]1COC(=O)O1.C[C@@H]1COC(=O)O1.C[C@@H]1COC(=O)O1.CCCCCCOC(N)=O", "elements": ["C", "C", "C", "O", "C", "O", "O", "H", "H", "H", "H", "H", "H", "C", "C", "C", "O", "C", "O", "O", "H", "H", "H", "H", "H", "H", "C", "C", "C", "O", "C", "O", "O", "H", "H", "H", "H", "H", "H", "C", "C", "C", "O", "C", "O", "O", "H", "H", "H", "H", "H", "H", "C", "C", "C", "O", "C", "O", "O", "H", "H", "H", "H", "H", "H", "C", "C", "C", "C", "C", "C", "O", "C", "N", "O", "H", "H", "H", "H", "H", "H", "H", "H", "H", "H", "H", "H", "H", "H", "H"], "xyz": [[2.707, -0.617, -0.299], [1.863, 0.301, 0.546], [0.374, 0.092, 0.431], [-0.128, 1.412, 0.748], [0.825, 2.305, 0.414], [0.671, 3.484, 0.377], [1.987, 1.675, 0.117], [2.359, -0.624, -1.333], [3.744, -0.282, -0.309], [2.678, -1.632, 0.089], [2.182, 0.252, 1.592], [-0.006, -0.651, 1.119], [0.062, -0.154, -0.587], [-5.478, 7.203, 2.592], [-5.473, 7.903, 1.258], [-6.829, 8.112, 0.624], [-6.502, 8.149, -0.773], [-5.373, 7.421, -0.947], [-4.931, 7.096, -2.000], [-4.824, 7.104, 0.249], [-6.069, 6.287, 2.548], [-4.465, 6.925, 2.880], [-5.895, 7.854, 3.360], [-4.927, 8.849, 1.327], [-7.315, 9.036, 0.926], [-7.504, 7.271, 0.797], [1.025, -7.041, 0.016], [1.476, -5.608, 0.125], [2.231, -5.265, 1.385], [1.945, -3.859, 1.524], [0.760, -3.628, 0.929], [0.161, -2.599, 1.009], [0.350, -4.705, 0.229], [0.507, -7.354, 0.925], [0.331, -7.160, -0.815], [1.881, -7.695, -0.142], [2.045, -5.319, -0.762], [3.301, -5.432, 1.313], [1.843, -5.784, 2.262], [8.183, -0.403, 1.824], [7.951, -1.303, 0.637], [7.987, -0.623, -0.712], [7.138, -1.474, -1.496], [6.258, -2.063, -0.652], [5.306, -2.681, -0.992], [6.613, -1.835, 0.636], [7.539, 0.477, 1.777], [7.952, -0.927, 2.750], [9.222, -0.077, 1.856], [8.642, -2.151, 0.663], [8.981, -0.570, -1.148], [7.545, 0.376, -0.688], [0.217, -11.047, 4.770], [1.067, -9.804, 4.835], [0.337, -8.504, 4.593], [1.384, -7.669, 4.074], [2.296, -8.479, 3.481], [3.190, -8.097, 2.800], [2.036, -9.775, 3.767], [-0.382, -11.063, 3.859], [0.845, -11.938, 4.764], [-0.450, -11.096, 5.630], [1.619, -9.770, 5.779], [-0.088, -8.066, 5.492], [-0.440, -8.597, 3.830], [0.257, 3.446, -2.804], [-0.993, 4.297, -2.501], [-1.413, 5.243, -3.637], [-2.934, 5.358, -3.799], [-3.511, 4.284, -4.727], [-3.826, 2.965, -4.043], [-4.641, 3.131, -2.882], [-5.945, 3.382, -3.220], [-6.508, 4.498, -2.598], [-6.579, 2.655, -3.987], [0.039, 2.389, -2.691], [1.017, 3.675, -2.066], [0.690, 3.666, -3.773], [-1.822, 3.639, -2.263], [-0.801, 4.861, -1.596], [-1.046, 6.239, -3.396], [-0.934, 4.970, -4.574], [-3.135, 6.312, -4.275], [-3.389, 5.302, -2.821], [-2.794, 4.070, -5.517], [-4.404, 4.642, -5.237], [-2.900, 2.493, -3.734], [-4.307, 2.269, -4.722], [-6.008, 4.787, -1.774], [-6.649, 5.265, -3.233]], "lowdin_charge": [-0.01, -0.31, -0.09, 0.07, -0.58, 0.14, 0.08, 0.10, 0.08, 0.07, 0.16, 0.10, 0.14, -0.02, -0.33, -0.09, 0.07, -0.56, 0.16, 0.09, 0.09, 0.09, 0.09, 0.16, 0.14, 0.14, -0.01, -0.31, -0.08, 0.07, -0.55, 0.14, 0.10, 0.08, 0.09, 0.09, 0.16, 0.14, 0.12, -0.02, -0.33, -0.09, 0.07, -0.57, 0.16, 0.08, 0.09, 0.09, 0.09, 0.16, 0.14, 0.14, -0.02, -0.33, -0.09, 0.05, -0.57, 0.16, 0.09, 0.09, 0.09, 0.09, 0.16, 0.14, 0.14, -0.09, -0.23, -0.20, -0.20, -0.16, -0.19, -0.02, -0.56, 0.17, 0.08, 0.06, 0.05, 0.06, 0.09, 0.10, 0.10, 0.10, 0.10, 0.09, 0.11, 0.11, 0.12, 0.12, 0.08, 0.10]}

***

{"formula": "C21H54N3O8", "method": "ωB97M-V with the def2-TZVPD basis set", "e_lumo_ha": 0.099, "charge": -1, "elements": ["O", "H", "H", "H", "O", "H", "O", "H", "C", "C", "C", "C", "C", "C", "N", "O", "C", "C", "C", "H", "H", "H", "H", "H", "H", "H", "H", "H", "H", "H", "H", "H", "H", "H", "H", "H", "H", "H", "C", "O", "C", "C", "N", "C", "C", "O", "C", "H", "H", "H", "H", "H", "H", "H", "H", "H", "H", "H", "H", "H", "H", "H", "C", "O", "C", "C", "N", "C", "C", "O", "C", "H", "H", "H", "H", "H", "H", "H", "H", "H", "H", "H", "H", "H", "H", "H"], "xyz": [[0.800, -1.722, -1.885], [0.117, -2.202, -1.364], [1.337, -0.226, -1.816], [1.405, -2.493, -2.259], [1.997, 0.483, -1.452], [2.942, 0.307, -1.663], [2.372, -3.613, -2.414], [2.177, -4.352, -3.053], [-0.874, 0.417, 0.904], [-0.632, 1.862, 1.461], [-2.015, 2.357, 2.005], [-1.832, 3.535, 2.896], [-0.885, 3.304, 4.050], [0.477, 2.742, 3.628], [0.211, 1.658, 2.680], [1.559, 1.143, 2.218], [1.480, 3.814, 3.038], [1.244, 2.219, 4.878], [-0.097, 2.785, 0.330], [-0.065, 0.080, 0.305], [-1.634, 0.569, 0.113], [-1.192, -0.323, 1.669], [-2.682, 2.574, 1.162], [-2.525, 1.422, 2.482], [-2.772, 3.840, 3.283], [-1.475, 4.423, 2.273], [-1.307, 2.593, 4.696], [-0.685, 4.266, 4.458], [2.246, 3.382, 2.424], [0.828, 4.431, 2.354], [1.933, 4.488, 3.754], [2.297, 2.039, 4.675], [1.092, 2.904, 5.753], [0.789, 1.280, 5.282], [-0.228, 3.817, 0.622], [-0.835, 2.683, -0.487], [0.887, 2.510, -0.065], [1.431, 0.108, 2.308], [-1.570, 4.111, -4.665], [-0.499, 3.914, -3.838], [0.303, 2.779, -4.137], [-0.488, 1.465, -4.167], [-0.882, 1.128, -2.889], [-2.109, 0.352, -2.738], [-2.221, -1.014, -3.437], [-2.008, -0.874, -4.876], [-1.181, -1.816, -5.529], [-2.066, 5.029, -4.484], [-2.379, 3.364, -4.451], [-1.354, 4.047, -5.741], [0.961, 2.636, -3.313], [0.956, 2.914, -5.054], [0.069, 0.713, -4.708], [-1.400, 1.588, -4.727], [-0.169, 0.686, -2.307], [-2.985, 0.913, -3.048], [-2.202, 0.038, -1.684], [-3.293, -1.399, -3.296], [-1.628, -1.813, -2.970], [-0.328, -2.003, -4.867], [-0.854, -1.285, -6.438], [-1.678, -2.804, -5.740], [1.024, -1.733, 4.455], [1.195, -1.621, 3.013], [2.089, -2.613, 2.497], [2.086, -2.561, 1.009], [2.496, -3.779, 0.398], [1.748, -5.089, 0.545], [0.219, -5.035, 0.293], [-0.370, -4.403, 1.448], [-1.527, -3.668, 1.112], [2.045, -1.770, 4.969], [0.489, -2.634, 4.629], [0.422, -0.847, 4.781], [1.593, -3.561, 2.773], [3.043, -2.493, 2.981], [2.645, -1.755, 0.544], [1.045, -2.326, 0.815], [2.620, -3.677, -0.562], [1.886, -5.512, 1.497], [2.235, -5.773, -0.202], [-0.254, -6.034, 0.344], [-0.019, -4.526, -0.621], [-1.769, -2.931, 1.954], [-2.460, -4.291, 1.021], [-1.364, -3.137, 0.170]], "lowdin_charge": [-0.16, 0.03, 0.00, -0.02, -0.14, 0.05, -0.44, -0.06, -0.03, -0.47, -0.15, -0.21, -0.14, -0.51, -0.04, -0.08, -0.03, -0.05, -0.02, 0.05, 0.06, 0.09, 0.11, 0.14, 0.09, 0.13, 0.10, 0.11, 0.07, 0.07, 0.07, 0.07, 0.09, 0.07, 0.05, 0.08, 0.08, 0.11, -0.16, -0.17, -0.18, -0.26, -0.03, -0.18, -0.19, -0.24, -0.12, 0.07, 0.09, 0.09, 0.10, 0.13, 0.12, 0.10, 0.08, 0.11, 0.09, 0.13, 0.10, 0.08, 0.09, 0.09, -0.07, -0.25, -0.21, -0.23, -0.03, -0.15, -0.19, -0.23, -0.13, 0.11, 0.06, 0.08, 0.12, 0.12, 0.13, 0.09, 0.00, 0.07, 0.13, 0.12, 0.10, 0.10, 0.09, 0.06]}

***

Which formula does entry 2 have? C21H54N3O8